(1)
Density functional theory data (ωB97M-V/def2-TZVPD) for a 13-piece molecular cluster, C39H39F13O39 overall.

Computed properties:
HOMO energy = -11.0 eV
Energy above the lowest of the compared OMol25 structures with the same formula, charge and spin = 187.35 kcal/mol

Positions of all 130 atoms, in Å:
C (0.0926, 5.2955, 5.2598)
C (0.8902, 4.3943, 4.3565)
O (2.1782, 4.6296, 4.9397)
C (2.2475, 5.7452, 5.6548)
O (3.3150, 6.2659, 6.0117)
O (1.0119, 6.2952, 5.7621)
F (0.8761, 5.0053, 3.1487)
H (-0.4923, 4.6650, 5.9295)
H (-0.7120, 5.7718, 4.6997)
H (0.6284, 3.3365, 4.3307)
C (-0.5268, -0.4707, 6.8070)
C (-0.8861, -1.2453, 5.5751)
O (-1.8077, -0.3373, 4.9095)
C (-1.5421, 0.8777, 5.3936)
O (-1.9543, 1.9127, 4.9222)
O (-0.8520, 0.8064, 6.4163)
F (-1.5216, -2.3267, 5.9770)
H (0.5626, -0.4684, 6.8440)
H (-1.0621, -0.7308, 7.7202)
H (-0.0477, -1.4773, 4.9184)
C (-4.6429, 0.0640, -1.5196)
C (-4.9012, 0.4706, -0.0165)
O (-4.4739, 1.6970, 0.0976)
C (-4.1614, 2.2470, -1.1124)
O (-4.0525, 3.4804, -1.3441)
O (-4.1453, 1.2907, -2.0479)
F (-4.0537, -0.2502, 0.6527)
H (-5.5569, -0.2158, -2.0436)
H (-3.8234, -0.6526, -1.5745)
H (-5.9044, 0.2817, 0.3655)
C (-3.0168, -5.0559, -3.0196)
C (-1.7900, -4.9430, -3.9173)
O (-2.2261, -3.9279, -4.8291)
C (-3.5470, -3.8235, -4.7358)
O (-4.2844, -3.0881, -5.3571)
O (-4.0601, -4.5499, -3.7335)
F (-1.7877, -6.0999, -4.6235)
H (-2.8526, -4.4993, -2.0969)
H (-3.2237, -6.0764, -2.6972)
H (-0.8852, -4.6923, -3.3636)
C (3.3367, -1.8431, 4.3709)
C (2.3458, -1.9143, 3.2019)
O (2.0228, -0.5309, 3.2124)
C (2.4769, 0.1929, 4.2090)
O (2.1710, 1.3661, 4.4009)
O (3.0239, -0.5996, 5.0250)
F (1.3412, -2.6144, 3.5897)
H (4.3579, -1.9135, 3.9963)
H (3.1176, -2.5951, 5.1290)
H (2.7227, -2.1601, 2.2091)
C (-0.8436, 1.3010, -0.0565)
C (0.2361, 0.6209, 0.7682)
O (0.4084, -0.6760, 0.1107)
C (-0.6513, -0.8275, -0.7573)
O (-0.8948, -1.8418, -1.4130)
O (-1.3012, 0.3844, -0.9521)
F (-0.2586, 0.4016, 1.9826)
H (-0.4146, 2.0848, -0.6807)
H (-1.6943, 1.7616, 0.4458)
H (1.1696, 1.1630, 0.9195)
C (-3.7300, 6.7875, 0.2003)
C (-3.7159, 5.5774, 1.0830)
O (-4.7247, 6.0146, 2.0239)
C (-5.6511, 6.7047, 1.3620)
O (-6.7787, 6.9931, 1.8964)
O (-5.0807, 7.1711, 0.2131)
F (-2.6157, 5.1999, 1.7231)
H (-3.1118, 6.5847, -0.6742)
H (-3.1576, 7.5825, 0.6783)
H (-4.1323, 4.6989, 0.5901)
C (3.4282, 3.2147, 1.0858)
C (4.4461, 2.1125, 1.3436)
O (4.4890, 1.3889, 0.1396)
C (3.5930, 1.8683, -0.6975)
O (3.4847, 1.4316, -1.8781)
O (2.9643, 2.9313, -0.1630)
F (4.2049, 1.3372, 2.3953)
H (3.7010, 4.2691, 1.1280)
H (2.6546, 3.1025, 1.8454)
H (5.4210, 2.5735, 1.5026)
C (-2.7009, 4.1567, -4.5990)
C (-1.3590, 3.4683, -4.2431)
O (-1.0944, 2.7005, -5.3601)
C (-2.1978, 2.6222, -6.1552)
O (-2.2812, 1.9065, -7.1709)
O (-3.1958, 3.3553, -5.6245)
F (-1.5617, 2.5874, -3.3293)
H (-2.5285, 5.1715, -4.9576)
H (-3.3700, 4.1248, -3.7392)
H (-0.6263, 4.1965, -3.8954)
C (-1.6738, -3.8577, 2.0746)
C (-2.8291, -4.2067, 1.2504)
O (-2.6781, -5.6152, 1.0436)
C (-2.0546, -6.0554, 2.1290)
O (-1.7472, -7.2105, 2.3802)
O (-1.6638, -5.0353, 2.8371)
F (-2.7890, -3.7234, 0.0368)
H (-1.9655, -2.9512, 2.6048)
H (-0.8228, -3.6543, 1.4246)
H (-3.7670, -4.0320, 1.7776)
C (6.3515, -0.5392, -2.5357)
C (6.0968, -1.4117, -1.4482)
O (6.8616, -2.5368, -1.7935)
C (6.9640, -2.5947, -3.0960)
O (7.4517, -3.5463, -3.7126)
O (6.5642, -1.5080, -3.6648)
F (4.7767, -1.7586, -1.6273)
H (7.3300, -0.0618, -2.5891)
H (5.6492, 0.2652, -2.7543)
H (6.3439, -1.0302, -0.4575)
C (2.5884, -4.2858, -1.4677)
C (2.1042, -5.5494, -1.0267)
O (2.7634, -5.8327, 0.1290)
C (3.1098, -4.6760, 0.7050)
O (3.3504, -4.5462, 1.8772)
O (3.2059, -3.7683, -0.3156)
F (2.4807, -6.5532, -1.7729)
H (1.9000, -3.5953, -1.9548)
H (3.4652, -4.2902, -2.1153)
H (1.0351, -5.7026, -0.8795)
C (0.1241, -0.4681, -5.4404)
C (1.2612, -1.4164, -4.8703)
O (1.2703, -2.5737, -5.6474)
C (0.7051, -2.2961, -6.8245)
O (0.8216, -3.0816, -7.7130)
O (-0.0075, -1.0947, -6.7077)
F (1.0676, -1.7388, -3.6006)
H (0.5358, 0.5389, -5.5075)
H (-0.8333, -0.3384, -4.9356)
H (2.1994, -0.8626, -4.9057)

Force components x, y, z for each atom (eV/Å):
C -1.972 -0.058 -0.425
C 0.643 2.077 1.969
O 0.606 -2.137 -0.972
C 2.816 2.794 0.353
O -3.608 -1.738 -0.731
O -0.299 -1.462 0.383
F 0.393 -0.566 -1.439
H 0.703 0.344 1.208
H 0.367 0.404 -0.185
H 0.308 0.161 -0.219
C 1.802 -0.271 -0.347
C -0.842 1.042 0.020
O 0.626 -1.873 -0.639
C -3.504 2.290 -4.066
O 0.257 -0.808 -0.034
O 2.748 2.371 4.673
F -0.922 -1.818 -0.393
H 0.004 -0.283 1.021
H 0.215 -0.333 -0.165
H -0.302 -0.150 -0.119
C -0.487 0.739 0.675
C -1.389 -3.173 -2.820
O 0.480 5.286 -0.268
C -0.579 3.595 -1.640
O 0.181 -4.780 1.228
O 0.052 1.104 -0.040
F 2.116 -2.837 2.848
H 0.285 -0.095 -0.144
H -0.390 -0.244 0.002
H -0.133 0.347 -0.021
C 1.586 -0.890 2.526
C -2.514 0.017 0.030
O 1.405 -0.250 0.382
C -3.311 2.422 -0.909
O 1.833 -1.031 0.192
O -0.605 0.142 -0.724
F 1.313 -0.411 -0.377
H -0.099 0.325 -0.019
H 0.172 -0.131 -0.338
H 0.278 -0.112 -0.793
C 0.298 -1.118 0.257
C 3.400 2.882 1.069
O -1.810 0.444 -3.962
C -3.145 3.517 -0.020
O 0.896 -2.038 -0.571
O 3.229 -1.803 2.652
F -3.168 -1.886 0.132
H 0.117 0.375 0.447
H 0.300 -0.219 -0.348
H -0.162 -0.293 0.231
C 1.017 2.543 -0.519
C -0.499 -0.589 -0.455
O -1.162 1.370 0.027
C -0.225 -1.454 -2.676
O 0.625 2.902 2.420
O -0.257 -3.995 -0.668
F -0.498 -0.542 1.465
H 0.322 0.369 0.242
H 0.313 -0.309 0.798
H 0.150 -0.350 -0.546
C 2.694 0.203 1.020
C -2.337 -0.355 0.084
O 0.144 -1.231 0.735
C -3.800 1.987 3.220
O 5.262 -1.267 -3.527
O -1.490 -0.174 -0.927
F 0.732 0.615 0.293
H -1.416 0.090 -1.033
H 0.043 0.154 0.380
H 0.177 -0.017 -0.186
C -0.481 0.005 2.406
C 2.153 2.231 -0.237
O 0.419 -0.723 1.114
C -0.490 -0.932 -5.564
O -0.139 1.896 4.784
O -1.360 -0.972 -2.900
F -0.624 -0.816 0.334
H 0.785 -0.269 0.057
H -0.366 -0.056 -0.010
H 0.270 -0.382 0.017
C 0.894 0.303 0.830
C -1.481 2.350 -1.677
O 1.031 0.517 -1.683
C -0.759 -2.803 -3.314
O 0.441 2.834 3.886
O -0.153 -0.607 -1.215
F -0.426 -2.513 3.979
H -0.143 0.073 0.013
H 0.001 0.115 -0.074
H 0.622 -0.307 -0.612
C -0.750 1.113 -0.244
C -0.983 -1.475 -0.593
O -0.867 -0.176 -0.113
C 1.566 -4.413 -0.358
O -1.238 2.341 -0.506
O 1.974 1.581 2.958
F -0.458 1.657 -1.741
H 0.596 -0.250 0.711
H 0.483 -0.422 0.337
H -0.319 0.180 -0.365
C 2.204 2.416 -4.057
C -0.441 -1.226 0.481
O -0.172 -0.422 3.101
C 2.504 -4.229 -3.498
O -1.308 2.071 1.743
O -1.692 2.670 0.079
F -0.445 -0.279 1.151
H 0.113 0.191 1.005
H -0.512 -0.692 -0.106
H -0.351 -0.450 0.072
C 2.102 3.183 -1.915
C -1.814 -2.860 0.211
O -0.031 0.101 3.068
C 0.784 0.038 0.144
O -0.066 0.593 -1.425
O -0.414 1.503 3.145
F 0.459 -2.108 -3.058
H -0.341 0.050 0.608
H -0.386 -1.007 -0.790
H -0.353 0.622 0.089
C 1.690 -1.184 -0.111
C -0.773 1.872 -0.138
O 0.615 0.838 1.333
C -0.907 -0.136 -0.120
O -0.847 1.578 -0.197
O 0.130 -1.026 -1.862
F -0.343 -0.741 1.717
H 0.050 -0.061 -0.512
H 0.017 -0.839 0.193
H 0.348 -0.361 -0.283

Here are the Löwdin charges for atoms 1 to 8, given in e: atom 1 (C): -0.061, atom 2 (C): -0.278, atom 3 (O): 0.116, atom 4 (C): -0.524, atom 5 (O): 0.118, atom 6 (O): 0.098, atom 7 (F): 0.062, atom 8 (H): 0.138

=====

(2)
Density functional theory data (ωB97M-V/def2-TZVPD) for C39H40As2CdN5O9PS2Te as an isolated structure.

Computed properties:
Net charge = -2
HOMO energy = -2.1 eV
Energy above the lowest of the compared OMol25 structures with the same formula, charge and spin = 22.36 kcal/mol

Positions of all 100 atoms, in Å:
Cd (-1.0895, 0.9286, -0.7387)
S (-2.6686, 0.1148, 1.1319)
C (-3.2774, -1.5296, 1.1091)
C (-4.3333, -1.7891, 2.0053)
C (-4.8759, -3.0473, 2.1538)
C (-4.3889, -4.1129, 1.4015)
C (-3.3695, -3.8736, 0.4979)
C (-2.8089, -2.6056, 0.3328)
As (-1.4175, -2.2968, -1.0188)
C (0.0768, -3.0120, 0.0116)
C (0.3338, -2.2368, 1.2681)
C (1.3086, -2.8264, 2.3325)
C (2.2498, -3.8292, 1.7385)
C (2.1050, -4.2880, 0.4945)
C (0.9769, -3.9228, -0.3720)
C (-1.8830, -3.7377, -2.2631)
C (-2.5989, -3.3035, -3.3791)
C (-3.0289, -4.2071, -4.3412)
C (-2.7341, -5.5572, -4.2093)
C (-2.0201, -5.9992, -3.1042)
C (-1.6024, -5.0955, -2.1346)
H (-4.7216, -0.9563, 2.5785)
H (-5.6918, -3.1968, 2.8530)
H (-4.8094, -5.1065, 1.5034)
H (-3.0065, -4.6947, -0.1064)
H (-0.5904, -1.8854, 1.7294)
H (0.8605, -3.2002, 3.2599)
H (3.0782, -4.1711, 2.3531)
H (2.8304, -4.9937, 0.1027)
H (0.9044, -4.4211, -1.3293)
H (-2.8276, -2.2476, -3.4855)
H (-3.5939, -3.8520, -5.1945)
H (-3.0628, -6.2633, -4.9631)
H (-1.7928, -7.0532, -2.9894)
H (-1.0704, -5.4554, -1.2644)
O (0.8200, 1.1381, -4.1311)
As (1.7708, 0.6580, -2.7181)
O (2.9933, -0.3006, -3.2393)
O (0.7841, 0.0292, -1.5401)
C (2.5900, 2.2993, -2.0278)
C (3.9825, 2.2632, -2.1232)
C (4.7701, 3.2716, -1.5873)
C (4.1707, 4.3415, -0.9356)
C (2.7896, 4.3911, -0.8327)
C (2.0009, 3.3798, -1.3701)
S (0.2270, 3.5951, -1.1932)
O (0.0135, 5.0212, -1.2808)
O (-0.3564, 2.7834, -2.2570)
O (-0.1349, 3.0158, 0.1120)
H (0.8762, 0.3979, -4.7457)
H (4.4260, 1.4105, -2.6239)
H (5.8489, 3.2197, -1.6797)
H (4.7719, 5.1398, -0.5153)
H (2.2993, 5.2292, -0.3543)
C (0.0217, 1.6798, 3.1854)
C (0.6801, 0.4987, 2.5625)
N (0.6792, 0.2704, 1.3131)
C (1.3038, -1.0215, 1.1118)
C (1.9720, -1.4349, 2.4461)
N (1.3211, -0.4819, 3.3434)
C (1.7874, -0.2664, 4.6619)
N (3.2067, 0.1489, 4.7425)
N (3.9274, -0.2689, 5.7968)
N (5.1168, 0.2074, 5.7348)
C (5.2070, 0.9713, 4.5976)
C (6.2961, 1.6753, 4.0686)
C (6.1028, 2.3292, 2.8777)
C (4.8576, 2.2919, 2.2119)
C (3.7762, 1.6128, 2.7175)
C (3.9730, 0.9466, 3.9397)
H (-0.2705, 2.3584, 2.3873)
H (0.6804, 2.2044, 3.8818)
H (-0.8778, 1.3543, 3.7136)
H (1.8970, -1.0588, 0.2051)
H (3.0627, -1.4054, 2.5463)
H (1.7459, -1.1767, 5.2589)
H (1.1686, 0.4882, 5.1437)
H (7.2476, 1.6835, 4.5844)
H (6.9181, 2.8783, 2.4236)
H (4.7501, 2.8014, 1.2623)
H (2.8473, 1.5853, 2.1681)
C (-2.5482, 2.0448, -5.2734)
C (-3.0300, 2.9403, -4.1527)
O (-4.1915, 2.3625, -3.5191)
P (-3.9359, 1.4942, -2.1795)
O (-2.7524, 0.5859, -2.3788)
Te (-6.0470, 0.6082, -1.5768)
O (-3.3476, 2.5774, -1.1278)
C (-4.1356, 3.5212, -0.4025)
C (-3.4522, 3.8041, 0.9166)
H (-1.7103, 2.5137, -5.7954)
H (-3.3532, 1.8509, -5.9861)
H (-2.2061, 1.0986, -4.8543)
H (-3.3466, 3.9161, -4.5270)
H (-2.2321, 3.0933, -3.4278)
H (-5.1356, 3.1094, -0.2530)
H (-4.2179, 4.4306, -1.0054)
H (-3.4132, 2.8924, 1.5150)
H (-4.0121, 4.5640, 1.4685)
H (-2.4348, 4.1615, 0.7524)

Force components x, y, z for each atom (eV/Å):
Cd -0.135 -0.566 -0.022
S 0.156 0.134 0.133
C -0.032 -0.027 -0.064
C 0.021 0.007 -0.008
C 0.010 -0.021 -0.002
C -0.016 0.031 0.013
C -0.004 0.049 0.004
C 0.003 -0.024 0.010
As -0.050 0.147 0.159
C 0.027 -0.078 -0.015
C 0.021 0.008 0.045
C -0.002 0.023 -0.026
C 0.027 -0.017 0.002
C 0.029 0.004 0.012
C -0.029 0.017 0.040
C 0.023 0.038 -0.061
C 0.011 0.006 -0.002
C 0.007 -0.013 -0.001
C -0.013 0.016 -0.007
C 0.013 0.011 0.029
C -0.029 -0.006 -0.037
H 0.002 -0.007 -0.011
H 0.005 -0.005 -0.009
H 0.004 0.007 0.000
H -0.003 -0.007 0.007
H -0.018 -0.022 -0.010
H -0.016 0.006 -0.006
H -0.008 0.011 -0.003
H -0.013 -0.001 0.003
H -0.024 -0.016 -0.032
H -0.002 0.010 0.014
H 0.003 -0.005 0.002
H 0.001 0.004 0.005
H -0.003 0.003 -0.003
H 0.046 -0.013 0.025
O -0.017 0.049 0.004
As 0.027 0.168 0.097
O 0.034 -0.059 -0.067
O -0.294 0.112 -0.114
C 0.088 -0.010 0.028
C 0.003 0.000 0.002
C -0.039 0.052 0.007
C -0.003 -0.056 -0.044
C 0.020 0.043 0.008
C -0.067 0.017 -0.012
S 0.070 0.054 0.009
O -0.044 -0.005 -0.015
O 0.011 0.044 -0.084
O 0.074 -0.020 0.111
H 0.091 -0.056 -0.058
H -0.001 -0.002 0.003
H -0.004 0.001 0.001
H 0.002 -0.009 -0.002
H -0.005 -0.018 -0.008
C -0.047 -0.013 -0.020
C 0.127 0.074 -0.057
N -0.014 -0.001 -0.017
C -0.012 -0.022 -0.011
C -0.056 0.044 -0.005
N 0.049 -0.063 0.139
C 0.019 0.002 -0.022
N -0.029 0.038 -0.068
N -0.060 -0.035 -0.027
N 0.016 0.007 0.045
C -0.045 0.036 -0.086
C 0.013 0.004 -0.009
C 0.038 0.005 0.017
C -0.032 0.010 -0.036
C 0.011 -0.059 0.047
C 0.028 -0.039 0.054
H 0.007 0.000 -0.018
H 0.007 0.002 -0.011
H 0.017 0.011 0.023
H 0.021 0.012 -0.019
H 0.002 -0.020 -0.005
H 0.005 -0.027 0.013
H 0.003 0.017 0.001
H -0.009 0.001 -0.004
H 0.007 -0.003 0.013
H -0.011 -0.006 0.027
H -0.096 -0.008 -0.016
C 0.026 -0.036 -0.026
C 0.022 -0.049 -0.041
O 0.061 0.067 0.122
P -0.151 -0.088 -0.192
O 0.120 -0.040 0.066
Te 0.113 0.043 -0.024
O -0.019 0.064 0.193
C -0.001 0.033 -0.091
C 0.023 -0.008 0.010
H -0.005 -0.004 0.023
H 0.000 0.017 -0.002
H 0.003 0.026 -0.019
H -0.046 -0.005 -0.019
H -0.013 0.012 0.020
H -0.035 -0.021 0.008
H -0.013 0.014 -0.017
H 0.011 0.005 -0.009
H -0.004 0.003 -0.011
H -0.004 -0.006 0.010

Here are the Löwdin charges for atoms 1 to 8, given in e: atom 1 (Cd): 1.291, atom 2 (S): 0.499, atom 3 (C): -0.719, atom 4 (C): -0.157, atom 5 (C): -0.117, atom 6 (C): -0.121, atom 7 (C): -0.118, atom 8 (C): -0.388

=====

Among the records above, which one has the highest HOMO energy?
C39H40As2CdN5O9PS2Te

=====

energy above the lowest of the compared OMol25 structures with the same formula, charge and spin of number 2 (C39H40As2CdN5O9PS2Te)?
22.36 kcal/mol

=====

Among the records above, which one has the highest HOMO energy?
C39H40As2CdN5O9PS2Te